{
  "formula": "C41H49F11O39",
  "method": "ωB97M-V/def2-TZVPD",
  "energy_ha": -5624.6370,
  "homo_energy_ha": -0.398,
  "homo_lumo_gap_ev": 10.51,
  "symbols": ["C", "C", "O", "C", "O", "O", "F", "H", "H", "H", "C", "C", "O", "C", "O", "O", "F", "H", "H", "H", "C", "C", "O", "C", "O", "O", "F", "H", "H", "H", "C", "C", "O", "C", "O", "O", "F", "H", "H", "H", "C", "C", "O", "C", "O", "O", "F", "H", "H", "H", "C", "C", "O", "C", "O", "O", "F", "H", "H", "H", "C", "C", "O", "C", "O", "O", "F", "H", "H", "H", "C", "C", "O", "C", "O", "O", "F", "H", "H", "H", "C", "C", "O", "C", "O", "O", "F", "H", "H", "H", "C", "C", "O", "C", "O", "O", "F", "H", "H", "H", "C", "C", "O", "C", "O", "O", "F", "H", "H", "H", "C", "C", "O", "C", "O", "O", "C", "H", "H", "H", "H", "H", "H", "H", "H", "C", "C", "O", "C", "O", "O", "C", "H", "H", "H", "H", "H", "H", "H", "H"],
  "coordinates": [[5.6351, 4.1133, 1.4595], [4.1690, 4.1477, 1.4737], [3.8563, 3.3367, 0.3262], [4.8984, 2.9608, -0.2976], [4.9558, 2.2124, -1.2498], [5.9319, 3.3739, 0.3096], [3.7125, 5.3767, 1.2269], [5.9887, 3.5993, 2.3532], [6.1082, 5.0942, 1.5047], [3.7343, 3.7707, 2.3995], [1.6369, 2.7701, -2.3255], [1.6940, 4.1765, -2.9115], [1.6271, 3.8648, -4.2954], [1.8330, 2.6073, -4.5323], [1.9170, 2.2022, -5.6674], [1.8203, 1.9077, -3.4295], [2.9170, 4.6676, -2.6518], [0.7220, 2.4470, -1.8288], [2.4237, 2.6504, -1.5807], [0.9932, 4.8422, -2.4078], [-4.2800, -4.1944, -1.6840], [-5.3454, -3.1421, -1.6742], [-4.7255, -2.0118, -2.0475], [-3.4809, -2.0894, -1.7107], [-2.7052, -1.1561, -1.6941], [-3.1784, -3.3484, -1.4115], [-5.7483, -3.1083, -0.4106], [-4.2019, -4.6934, -2.6499], [-4.3964, -4.9470, -0.9042], [-6.0402, -3.6209, -2.3642], [-1.9286, 0.0402, 5.2818], [-0.6172, -0.1105, 4.6788], [-0.6013, 0.6994, 3.5262], [-1.8565, 0.8841, 3.1885], [-2.3394, 1.2634, 2.1070], [-2.6816, 0.6411, 4.2377], [-0.3564, -1.3331, 4.5847], [-1.9955, 0.8134, 6.0471], [-2.4636, -0.8556, 5.5971], [0.0792, 0.3199, 5.3984], [3.3490, 0.3454, 5.1814], [4.0170, 0.6744, 3.8327], [4.3803, -0.6061, 3.3387], [4.6372, -1.3539, 4.3513], [5.1850, -2.4630, 4.4052], [4.0186, -0.8143, 5.5014], [5.0113, 1.5290, 4.1222], [2.2877, 0.1082, 5.2549], [3.5969, 1.1588, 5.8633], [3.3336, 1.1928, 3.1602], [-5.4041, 0.6692, 1.7608], [-5.0514, 0.5398, 0.3157], [-4.8881, 1.8530, -0.0971], [-5.5416, 2.7135, 0.7438], [-5.7680, 3.9096, 0.6022], [-6.0090, 1.9098, 1.7603], [-6.0830, -0.0696, -0.2706], [-4.4946, 0.5281, 2.3448], [-6.0466, -0.1867, 1.9679], [-4.1626, -0.0516, 0.0958], [-0.6897, 0.5159, -0.4068], [0.2705, -0.5149, -0.9390], [1.3396, -0.4899, -0.0295], [1.3284, 0.7516, 0.6091], [2.2115, 1.2346, 1.3149], [0.2521, 1.3387, 0.2045], [0.6887, -0.2538, -2.1503], [-1.3625, 0.0583, 0.3184], [-1.3547, 1.0574, -1.0796], [-0.2135, -1.4903, -0.8906], [-3.7550, -4.5810, 2.2315], [-2.7698, -4.8615, 3.3541], [-1.7292, -3.8959, 3.1922], [-2.1014, -2.9762, 2.2556], [-1.6080, -1.8860, 2.0585], [-3.3352, -3.3357, 1.6867], [-2.2700, -6.0795, 2.9625], [-4.7645, -4.3628, 2.5798], [-3.8316, -5.2867, 1.4043], [-3.2730, -5.0019, 4.3107], [-1.2792, -3.2199, -4.2157], [-0.1091, -2.7782, -5.0712], [-0.7089, -2.7875, -6.3693], [-2.0168, -2.6827, -6.3379], [-2.7997, -2.5020, -7.2506], [-2.3738, -2.7744, -5.0058], [0.9396, -3.6056, -5.0210], [-1.3522, -2.7258, -3.2468], [-1.2314, -4.2937, -4.0351], [0.1755, -1.7699, -4.7706], [-1.9760, 4.6408, 1.7262], [-0.5731, 4.1656, 2.0524], [-0.7095, 3.6318, 3.3120], [-1.7985, 4.1435, 3.9247], [-2.0324, 3.9760, 5.1128], [-2.5726, 4.8428, 3.0826], [0.2732, 5.1707, 2.0350], [-2.5655, 3.9392, 1.1361], [-2.0127, 5.5306, 1.0976], [-0.2543, 3.4271, 1.3168], [4.6617, -1.2765, 0.3034], [6.0265, -1.0076, -0.2568], [6.7159, -2.1861, 0.0202], [6.0016, -2.9314, 0.9531], [6.3990, -4.0313, 1.4015], [4.8511, -2.3516, 1.1728], [6.4705, 0.0276, 0.5072], [4.0442, -1.6915, -0.4931], [4.2358, -0.3900, 0.7734], [6.0953, -0.6800, -1.2941], [1.8833, -2.7973, 2.4196], [1.3031, -3.5727, 1.2637], [2.3564, -3.7344, 0.3218], [1.9865, -3.7114, -1.0555], [0.8266, -3.5566, -1.5319], [2.8987, -4.2159, -1.8267], [4.2623, -4.4097, -1.4301], [2.7366, -3.3129, 2.8601], [1.1108, -2.6514, 3.1746], [2.1466, -1.7708, 2.1646], [0.5013, -2.9403, 0.8826], [0.8110, -4.4891, 1.5895], [4.5420, -3.5063, -0.8882], [4.9078, -4.3947, -2.3084], [4.3771, -5.3518, -0.8939], [-3.7703, 1.4592, -4.8291], [-2.3562, 1.3575, -4.3081], [-2.1332, 2.1229, -3.1521], [-1.7153, 3.3912, -3.0777], [-1.2893, 4.0054, -2.0759], [-1.8934, 4.0034, -4.2675], [-1.2777, 5.2702, -4.6019], [-4.4199, 1.4415, -3.9540], [-4.0770, 0.6497, -5.4915], [-3.9548, 2.3953, -5.3561], [-1.6659, 1.6118, -5.1124], [-2.2751, 0.2830, -4.1435], [-1.1523, 5.8948, -3.7175], [-1.9729, 5.7867, -5.2637], [-0.3326, 5.2333, -5.1437]]
}